{"formula": "C40H76N6O9S", "method": "ωB97M-V/def2-TZVPD", "e_homo_ev": -7.7, "lumo_energy_ev": 0.609, "e_tot_ev": -80909.9123, "gap_ha": 0.30691, "species": ["C", "N", "C", "C", "O", "C", "C", "C", "C", "C", "C", "C", "N", "C", "C", "C", "C", "C", "C", "S", "H", "H", "H", "H", "H", "H", "H", "H", "H", "H", "H", "H", "H", "H", "H", "H", "C", "O", "C", "C", "N", "C", "C", "O", "C", "H", "H", "H", "H", "H", "H", "H", "H", "H", "H", "H", "H", "H", "H", "H", "C", "O", "C", "C", "N", "C", "C", "O", "C", "H", "H", "H", "H", "H", "H", "H", "H", "H", "H", "H", "H", "H", "H", "H", "C", "O", "C", "C", "N", "C", "C", "O", "C", "H", "H", "H", "H", "H", "H", "H", "H", "H", "H", "H", "H", "H", "H", "H", "C", "O", "C", "C", "N", "C", "C", "O", "C", "H", "H", "H", "H", "H", "H", "H", "H", "H", "H", "H", "H", "H", "H", "H"], "xyz": [[-8.173, 1.293, -3.346], [-8.229, 2.392, -4.302], [-6.941, 3.073, -4.429], [-8.814, 2.026, -5.553], [-9.813, 2.573, -5.927], [-8.240, 0.920, -6.426], [-6.779, 0.598, -6.224], [-5.800, 1.301, -6.911], [-4.455, 1.050, -6.708], [-4.089, 0.068, -5.807], [-5.047, -0.671, -5.120], [-6.390, -0.398, -5.344], [-4.639, -1.668, -4.220], [-3.656, -1.261, -3.285], [-3.826, -1.507, -1.929], [-2.852, -1.095, -1.037], [-1.706, -0.454, -1.483], [-1.533, -0.196, -2.836], [-2.514, -0.606, -3.729], [-2.386, -0.313, -5.476], [-8.931, 0.554, -3.599], [-8.392, 1.660, -2.345], [-7.196, 0.800, -3.300], [-6.709, 3.639, -3.533], [-6.932, 3.698, -5.318], [-6.136, 2.334, -4.523], [-8.820, 0.016, -6.240], [-8.407, 1.164, -7.469], [-6.068, 2.086, -7.604], [-3.700, 1.607, -7.238], [-7.129, -0.961, -4.789], [-5.426, -2.100, -3.760], [-4.720, -2.013, -1.593], [-2.984, -1.272, 0.020], [-0.968, -0.156, -0.747], [-0.657, 0.325, -3.190], [0.424, 2.454, -1.408], [0.336, 3.811, -1.801], [0.810, 4.072, -3.115], [-0.329, 4.420, -4.051], [-1.170, 3.262, -4.322], [-2.424, 3.568, -5.006], [-3.438, 4.469, -4.298], [-4.035, 3.889, -3.151], [-3.298, 3.999, -1.946], [0.211, 2.406, -0.341], [-0.307, 1.827, -1.932], [1.430, 2.056, -1.578], [1.396, 3.231, -3.500], [1.476, 4.937, -3.046], [0.082, 4.789, -4.996], [-0.891, 5.240, -3.583], [-1.387, 2.800, -3.450], [-2.919, 2.612, -5.202], [-2.187, 4.006, -5.981], [-4.260, 4.637, -5.000], [-3.033, 5.460, -4.062], [-2.720, 4.924, -1.900], [-2.638, 3.141, -1.800], [-4.013, 3.996, -1.122], [1.815, -2.600, 5.090], [1.685, -1.196, 5.190], [2.878, -0.474, 4.904], [2.764, 0.279, 3.595], [2.749, -0.629, 2.456], [2.396, 0.002, 1.185], [1.012, 0.628, 1.050], [-0.055, -0.308, 1.056], [-0.497, -0.719, 2.339], [0.908, -3.045, 5.499], [1.917, -2.925, 4.049], [2.672, -2.960, 5.668], [3.750, -1.134, 4.906], [3.009, 0.254, 5.710], [3.619, 0.956, 3.499], [1.852, 0.889, 3.648], [2.091, -1.374, 2.639], [2.483, -0.768, 0.414], [3.144, 0.763, 0.957], [0.976, 1.111, 0.069], [0.833, 1.421, 1.786], [-0.404, 0.079, 3.078], [0.041, -1.606, 2.680], [-1.549, -0.992, 2.253], [2.564, -5.930, 6.215], [3.009, -5.323, 7.413], [1.977, -4.719, 8.185], [1.720, -5.493, 9.462], [1.098, -6.782, 9.189], [1.042, -7.685, 10.336], [2.355, -8.151, 10.958], [3.123, -9.009, 10.135], [3.952, -8.364, 9.186], [3.443, -6.195, 5.629], [1.993, -6.844, 6.412], [1.950, -5.243, 5.629], [1.059, -4.606, 7.601], [2.326, -3.718, 8.455], [1.057, -4.907, 10.105], [2.684, -5.601, 9.977], [1.606, -7.241, 8.445], [0.500, -8.576, 10.011], [0.434, -7.214, 11.116], [2.098, -8.745, 11.839], [2.968, -7.317, 11.320], [4.326, -7.405, 9.553], [3.434, -8.218, 8.234], [4.804, -9.017, 8.996], [6.402, 3.176, -5.074], [7.177, 2.792, -3.955], [7.493, 3.856, -3.065], [6.747, 3.715, -1.754], [5.320, 3.954, -1.926], [4.499, 3.599, -0.771], [4.472, 2.140, -0.322], [3.838, 1.261, -1.235], [4.652, 0.786, -2.295], [6.378, 2.332, -5.762], [5.372, 3.422, -4.794], [6.847, 4.032, -5.590], [7.302, 4.829, -3.525], [8.565, 3.790, -2.859], [7.145, 4.439, -1.037], [6.953, 2.708, -1.369], [4.993, 3.427, -2.725], [3.472, 3.886, -1.013], [4.808, 4.218, 0.076], [3.871, 2.101, 0.591], [5.464, 1.760, -0.051], [5.694, 0.668, -1.989], [4.594, 1.441, -3.168], [4.267, -0.189, -2.596]], "atomic_forces_ev_per_a": [[-0.089, 0.056, 0.159], [0.260, -0.191, 0.042], [0.268, -0.613, 0.077], [-0.388, 0.218, -0.133], [-0.190, 0.236, -0.131], [0.722, -0.480, 0.114], [-0.102, -0.179, -0.151], [0.121, 0.213, -0.334], [-0.323, -0.187, 0.177], [0.650, -0.325, 0.462], [-0.283, 0.167, -0.347], [0.167, -0.106, 0.003], [0.114, 0.253, 0.163], [-0.083, -0.266, 0.223], [0.149, 0.127, -0.166], [0.029, -0.104, 0.044], [0.175, 0.131, 0.068], [-0.368, -0.169, 0.166], [-0.194, 0.148, -0.519], [0.150, 0.044, -0.124], [-0.069, -0.106, 0.083], [-0.085, 0.100, 0.090], [0.001, 0.047, -0.101], [-0.203, 0.320, 0.031], [-0.038, 0.275, 0.063], [0.140, 0.180, -0.035], [-0.182, -0.024, 0.109], [-0.217, 0.254, -0.068], [-0.189, 0.020, -0.073], [0.115, 0.091, -0.058], [-0.121, -0.062, -0.042], [-0.023, -0.072, -0.004], [-0.104, -0.032, 0.105], [-0.001, -0.040, 0.078], [-0.128, -0.066, -0.260], [0.051, -0.032, -0.189], [-0.255, 0.499, -0.182], [0.050, -0.145, -0.082], [0.080, 0.334, -0.029], [-0.155, -0.194, 0.090], [-0.053, 0.201, -0.016], [0.043, -0.235, 0.116], [-0.091, -0.042, -0.192], [0.098, 0.068, 0.003], [-0.201, -0.131, 0.015], [-0.260, 0.551, -0.416], [0.147, 0.093, 0.111], [0.044, 0.002, -0.045], [-0.087, -0.088, 0.009], [0.029, -0.013, -0.020], [-0.010, 0.013, -0.009], [0.086, 0.120, -0.031], [-0.016, -0.070, 0.077], [0.016, 0.088, 0.022], [0.001, 0.075, 0.013], [-0.015, -0.021, 0.011], [0.106, -0.041, 0.110], [0.074, 0.001, -0.048], [0.150, 0.034, 0.003], [-0.034, 0.034, -0.040], [-0.051, 0.136, 0.016], [0.055, -0.169, -0.060], [-0.011, 0.292, 0.140], [-0.133, -0.233, -0.133], [-0.068, 0.097, 0.097], [-0.025, -0.324, 0.139], [0.312, -0.184, -0.288], [0.108, 0.101, 0.465], [-0.133, -0.139, -0.188], [-0.029, 0.070, 0.010], [0.101, -0.085, 0.030], [0.020, -0.040, -0.039], [-0.041, -0.069, -0.087], [0.017, -0.022, 0.014], [0.001, 0.020, -0.011], [0.059, 0.117, 0.100], [0.015, -0.023, 0.031], [0.018, 0.108, -0.039], [-0.363, -0.495, 0.208], [0.285, -0.771, 0.680], [-0.043, -0.042, 0.136], [0.073, -0.009, 0.022], [0.041, 0.061, 0.130], [-0.009, 0.043, -0.029], [0.091, -0.039, 0.103], [-0.109, -0.035, -0.159], [0.128, 0.200, 0.197], [0.031, -0.238, -0.121], [0.113, 0.047, 0.086], [-0.094, -0.042, -0.211], [-0.092, -0.079, 0.221], [0.028, 0.113, -0.032], [0.011, -0.223, -0.020], [0.039, 0.024, 0.054], [-0.088, 0.029, -0.079], [-0.066, -0.062, -0.032], [-0.014, -0.116, -0.019], [-0.023, 0.010, -0.023], [0.000, -0.009, 0.022], [0.007, 0.148, 0.053], [0.001, 0.000, -0.026], [-0.014, -0.016, 0.062], [0.043, 0.030, 0.026], [0.010, -0.015, -0.011], [0.024, 0.052, -0.128], [-0.056, 0.050, -0.020], [0.031, 0.145, -0.007], [-0.008, -0.015, 0.049], [0.057, -0.106, 0.049], [-0.141, 0.116, -0.098], [0.249, -0.088, 0.156], [-0.214, -0.075, -0.116], [0.067, -0.110, 0.078], [-0.092, 0.093, -0.215], [0.038, 0.256, 0.017], [0.149, 0.110, -0.025], [-0.236, -0.135, -0.034], [0.021, -0.024, 0.034], [0.001, 0.098, -0.053], [-0.040, 0.032, -0.003], [-0.114, -0.018, -0.015], [0.002, 0.021, -0.019], [-0.011, -0.004, 0.022], [0.142, 0.031, 0.050], [0.002, 0.018, -0.034], [-0.023, 0.004, 0.076], [0.042, -0.029, 0.025], [0.233, 0.331, -0.173], [0.045, -0.002, -0.118], [0.019, 0.080, -0.003], [0.147, 0.030, -0.003], [-0.012, 0.010, 0.077]]}